18
Properties=species:S:1:pos:R:3:nbo_charge:R:1 method="wB97M-V/def2-TZVPD" gap_ev=9.8 spin_multiplicity=1 e_above_lowest_kj_mol=412.84 homo_ev=-9.10
C -0.3509 1.9009 -1.6431 -0.64
C 0.6338 0.9721 -0.9572 -0.23
C -0.7066 -1.0586 -1.1384 -0.42
C 0.2275 -0.3830 0.9829 0.64
C -0.4012 -1.5665 1.6503 -0.68
H -0.7363 1.2682 -2.5748 0.19
H 0.0112 2.9687 -2.0739 0.24
H -1.3655 2.1121 -1.0405 0.23
H 0.8734 1.7387 0.0394 0.25
H 1.5055 0.7945 -1.3234 0.19
H -1.0100 -2.2554 -0.6340 0.23
H 0.0185 -1.0323 -2.0237 0.22
H -1.6573 -0.5249 -1.1972 0.21
H 0.0323 -2.5542 1.2633 0.23
H -0.3984 -1.4443 2.7662 0.26
H -1.7292 -1.6764 1.4863 0.19
N 0.0449 -0.1534 -0.2762 -0.44
O 0.9657 0.3113 1.7348 -0.66